Record 1
Here is C19H32Cl4NO5PPd as an isolated structure from OMol25. Energies are from ωB97M-V with the def2-TZVPD basis set.

```
63
Properties=species:S:1:pos:R:3:forces:R:3
Pd -0.05509 0.12794 -0.56332 -0.0670 -0.1058 -0.0671
Cl 4.48723 3.54051 4.54396 0.0068 0.0025 0.0070
C 3.76830 2.66168 3.26092 0.0162 -0.0085 -0.0480
C 2.42843 2.28357 3.36835 0.0117 0.0045 0.0025
C 1.84443 1.58418 2.34658 -0.0582 -0.0011 0.0673
Cl 0.21618 1.09970 2.46776 0.0594 -0.0089 -0.0372
C 2.58368 1.23848 1.14028 -0.0758 0.0105 -0.0756
O 2.08845 0.63490 0.17982 0.0489 -0.0392 0.0407
C 3.98114 1.64825 1.11632 0.0679 -0.0006 -0.0211
Cl 4.89483 1.22507 -0.26678 -0.0265 0.0051 0.0234
C 4.55152 2.34269 2.14091 -0.0286 0.0163 0.0626
H 1.85888 2.54193 4.24943 0.0086 0.0008 -0.0047
H 5.58724 2.64644 2.09821 -0.0022 -0.0010 -0.0028
O -2.74189 3.24936 -1.00995 -0.0124 0.0720 0.0030
Cl -2.07696 2.20589 -0.31489 -0.0157 -0.3192 -0.0958
O -2.36538 0.90749 -0.94196 0.1581 0.1213 0.1996
O -2.43820 2.16560 1.07035 -0.0394 0.0448 -0.0613
O -0.61220 2.38162 -0.42407 -0.0138 0.0233 0.0019
C 0.66205 -3.94216 -2.63960 0.0109 -0.0310 0.0221
C -0.06309 -4.29425 -1.33226 0.0365 0.0289 0.0293
C -1.53513 -3.90653 -1.54579 -0.0142 -0.0048 0.0048
C 0.05610 -5.80525 -1.10245 -0.0056 0.0141 -0.0065
P 0.63489 -3.27506 0.09049 -0.0793 -0.0923 0.0510
N -0.12333 -1.86791 -0.02964 0.0443 0.2294 -0.0810
C 0.11400 -3.95505 1.76757 0.0212 -0.0242 -0.0209
C 0.88500 -5.18707 2.24896 -0.0095 0.0216 0.0017
C -1.38459 -4.28902 1.71822 0.0082 -0.0058 -0.0163
C 0.23999 -2.81765 2.79867 -0.0017 -0.0033 -0.0089
C 2.51258 -3.19231 -0.02025 -0.0148 -0.0110 0.0103
C 2.90671 -2.25842 -1.17640 -0.0115 -0.0072 -0.0281
C 3.05421 -2.54357 1.26401 -0.0181 -0.0054 0.0114
C 3.19497 -4.55274 -0.20859 0.0226 0.0617 0.0066
H 0.09788 -4.39287 -3.45935 -0.0025 -0.0022 0.0050
H 1.67141 -4.34615 -2.68213 -0.0030 0.0057 -0.0034
H 0.69748 -2.86757 -2.80956 -0.0053 0.0113 -0.0029
H -1.90763 -4.48867 -2.39286 -0.0045 0.0069 0.0060
H -1.63258 -2.84809 -1.78447 0.0043 0.0034 0.0009
H -2.16822 -4.11716 -0.69042 -0.0040 -0.0047 -0.0047
H -0.28877 -6.30656 -2.01066 0.0010 -0.0095 0.0127
H -0.56370 -6.15876 -0.28138 -0.0046 0.0042 0.0021
H 1.08170 -6.12487 -0.92137 0.0039 0.0020 -0.0064
H 0.84152 -6.01344 1.53955 -0.0025 0.0003 0.0047
H 0.42917 -5.53020 3.18145 0.0088 -0.0037 -0.0018
H 1.93024 -4.96991 2.46244 -0.0024 -0.0022 -0.0001
H -1.61068 -5.15635 1.10212 -0.0060 0.0019 -0.0011
H -1.96274 -3.43523 1.36635 -0.0043 -0.0048 0.0114
H -1.70655 -4.52156 2.73590 -0.0026 0.0053 -0.0011
H 1.26643 -2.55219 3.03134 -0.0145 0.0046 0.0086
H -0.23038 -3.15227 3.72668 -0.0080 -0.0014 -0.0082
H -0.28635 -1.92612 2.45506 0.0119 -0.0144 0.0063
H 2.30395 -1.35260 -1.18946 0.0120 0.0061 -0.0164
H 2.83368 -2.73985 -2.14646 0.0095 0.0202 0.0002
H 3.94922 -1.96298 -1.03424 -0.0055 -0.0052 -0.0028
H 2.55005 -1.60075 1.48154 -0.0083 -0.0142 -0.0091
H 4.11377 -2.32492 1.11187 0.0048 -0.0125 -0.0075
H 2.97557 -3.19790 2.13006 0.0139 0.0183 -0.0083
H 2.95367 -5.00719 -1.16756 -0.0038 -0.0015 -0.0058
H 2.95610 -5.26239 0.58129 0.0029 -0.0131 0.0000
H 4.27660 -4.39152 -0.19155 -0.0042 -0.0138 -0.0021
C 0.49839 0.16390 -2.70108 -0.0432 0.0370 0.1208
H 0.12214 -0.74635 -3.15964 0.0123 0.0037 -0.0324
H 1.58002 0.25878 -2.75564 0.0152 -0.0181 -0.0198
H -0.01969 1.05143 -3.05487 0.0015 0.0029 -0.0146
```
Positions in Å, forces in eV/Å.

The value obtained for the HOMO-LUMO gap (alpha / beta) is 7.0 / 5.6 eV. The spin multiplicity is 5. As for the LUMO energy (alpha / beta): 0.01 / -3.03 eV. As for the total charge: 0.

---

Record 2
Here is C19H32ClGaIN8S as an isolated structure from OMol25. Energies are from ωB97M-V with the def2-TZVPD basis set.

```
63
Properties=species:S:1:pos:R:3:forces:R:3
C 6.72058 1.69109 1.25970 0.1883 0.9534 -0.7794
C 5.35054 2.40177 1.64019 0.3793 -1.9269 0.1094
I 5.75904 4.40202 2.48424 -0.1374 -0.4266 -0.2715
C 4.53601 1.48176 2.64316 -0.2238 0.9854 -0.2979
Ga 2.72029 1.07904 1.71912 0.4138 -0.1670 0.4318
S 1.29637 2.89190 1.96933 2.4095 -0.0038 -4.4270
Cl 3.17163 0.60091 -0.50356 0.0449 0.1475 0.0728
H 7.58679 2.27222 1.68350 -0.7857 -0.8637 -0.2138
H 6.75612 0.61239 1.57886 -0.1291 1.2072 -0.2977
H 6.85209 1.75384 0.13620 -0.0986 -0.2605 1.1431
H 4.77092 2.60779 0.70203 0.5768 0.0944 1.0245
H 5.03702 0.49574 2.84960 -0.1646 1.1487 -0.1357
H 4.36071 2.04963 3.60211 0.0502 -0.8569 -0.8959
H 2.09049 -0.27811 2.31464 -0.0939 0.2509 -0.1290
H 1.32133 3.55013 0.73294 0.7539 -0.8294 0.6048
C 2.99836 -2.57903 -2.57431 0.2852 -0.6483 0.2405
C 3.57800 -3.84142 -2.05105 -0.2756 0.4430 -0.1414
N 4.02723 -4.81969 -1.64553 -0.0793 0.1767 -0.1213
H 3.27322 -2.45031 -3.61938 0.0236 0.0069 0.1004
H 1.91180 -2.60950 -2.49222 0.0630 -0.0400 0.0752
H 3.37441 -1.73123 -2.00070 -0.0511 -0.0399 -0.0176
C 4.86414 2.26603 -3.70326 -0.2244 -0.5018 -0.1253
C 4.28825 0.93835 -4.02052 0.1667 0.4770 0.2358
N 3.83751 -0.09210 -4.25373 0.1443 0.2802 -0.1723
H 4.07033 2.95086 -3.40590 0.0076 -0.1053 0.0339
H 5.57821 2.17242 -2.88550 -0.1049 -0.0510 0.0008
H 5.37374 2.66763 -4.57921 -0.0418 -0.0632 0.0155
C -1.49523 2.58836 -1.24594 0.4075 0.4731 -0.4661
C -0.91304 3.52682 -2.23764 -0.1467 -0.3348 0.4129
N -0.46206 4.25316 -3.00644 -0.1390 -0.1323 0.1163
H -1.88552 1.71001 -1.75295 0.0246 0.1567 -0.0434
H -0.73046 2.27773 -0.53290 0.0483 0.0704 0.0151
H -2.30601 3.07591 -0.70600 0.0366 -0.0424 -0.0479
C -1.96376 -1.66340 -1.15913 -0.6061 1.0004 0.0378
C -2.87361 -0.53484 -0.83796 0.2929 -0.3989 -0.1558
N -3.57683 0.34168 -0.58899 -0.0064 -0.3581 -0.0284
H -2.47682 -2.60699 -1.00106 -0.0166 0.1599 -0.0057
H -1.64924 -1.59867 -2.20100 -0.0128 0.0311 0.0558
H -1.08502 -1.62453 -0.51987 -0.1064 0.0454 -0.0306
C -1.84867 -5.61477 1.46016 0.4380 0.3043 -0.2457
C -1.27985 -4.67440 0.46719 -0.1510 -0.4186 0.4068
N -0.83848 -3.94358 -0.30226 0.1895 -0.7652 0.2827
H -2.24371 -6.49259 0.95259 -0.0385 0.1247 0.0044
H -1.07462 -5.92607 2.16221 0.0501 0.1011 -0.0904
H -2.65401 -5.13036 2.00886 0.0287 -0.0479 -0.0904
C -1.72929 4.43343 5.34014 0.4257 -0.1456 -0.5037
C -0.85643 3.78442 4.32874 -0.1451 0.2454 0.0920
N -0.17655 3.27801 3.53860 -3.6025 0.5388 4.3693
H -1.33808 5.41978 5.59169 -0.0217 -0.0564 -0.0123
H -2.73899 4.54148 4.94373 0.0615 -0.0164 0.0071
H -1.76434 3.82359 6.24250 0.0264 0.0059 -0.0672
C -5.70525 -3.44425 -0.48918 0.5209 -0.8720 0.3495
C -5.12089 -4.70880 0.02692 -0.0807 0.4604 -0.2222
N -4.66952 -5.68858 0.42660 -0.2839 0.2599 -0.1574
H -5.42939 -3.30907 -1.53502 -0.0202 -0.0521 0.0470
H -6.78691 -3.47812 -0.40924 0.1410 -0.1129 0.0223
H -5.33105 -2.59985 0.09053 -0.0097 -0.0618 0.0067
C -6.84209 0.35377 -1.14738 -0.3560 -0.5339 -0.0243
C -7.55617 -0.94050 -1.02514 0.0768 0.5906 -0.0825
N -8.11097 -1.94323 -0.93039 -0.1338 0.5417 -0.1103
H -6.67978 0.78164 -0.15896 0.0554 -0.0715 -0.0549
H -5.87778 0.20142 -1.62968 -0.0153 0.0126 0.1170
H -7.43473 1.04727 -1.74406 -0.0282 -0.0884 0.0340
```
Positions in Å, forces in eV/Å.

The value obtained for the HOMO-LUMO gap is 6.3 eV. The spin multiplicity is 1. As for the LUMO energy: 1.94 eV. As for the total charge: -1.

---

Record 3
Here is C19H32CrN7O13P2S as an isolated structure from OMol25. Energies are from ωB97M-V with the def2-TZVPD basis set.

```
75
Properties=species:S:1:pos:R:3:forces:R:3
Cr 0.99422 -0.29851 0.35068 -0.3809 0.8878 -0.1539
O 2.76443 -3.90540 1.92430 0.7111 0.5901 0.6446
P 2.15963 -2.53321 2.42392 -1.2468 -0.7642 -1.7138
O 2.61673 -2.26291 3.78787 0.2470 0.4864 0.5510
O 2.28041 -1.44151 1.35099 0.4442 -0.1061 0.3013
O 0.55058 -2.82082 2.37140 -0.3583 -0.1329 -0.4480
P -0.15205 -3.06672 0.88638 0.3261 -0.2593 0.0814
O -1.58666 -3.47355 1.41534 0.1289 -0.3822 0.4528
O 0.59461 -4.06765 0.08079 -0.2383 0.7094 0.8147
O -0.36985 -1.66875 0.27592 0.4279 -0.4438 -0.1290
H 2.32413 -4.21997 1.13053 -0.5313 -0.2698 -0.7160
H -2.29026 -3.39540 0.76917 -0.1608 0.0177 -0.3795
N 0.07123 0.30206 2.09846 0.9303 2.5015 -0.1434
C 1.05660 1.04060 2.95967 -0.0108 -1.0510 0.5619
C 0.33394 1.93025 3.98230 -0.5441 -0.1879 -0.3606
C 1.13995 2.81804 4.92534 0.4455 0.4331 -0.4991
C 2.14046 2.08424 5.81856 0.7962 0.5016 -0.0265
N 3.30580 1.68554 4.97801 -0.8541 -0.4758 2.1358
C 3.71747 0.44849 4.81844 0.3393 -1.3732 0.8510
N 3.50456 -0.54548 5.74166 -0.7206 0.4209 -0.9976
N 4.45800 0.13081 3.74420 -0.3570 0.8080 0.7744
C 2.14720 1.66713 2.06198 0.0089 -0.3457 -0.4288
O 3.00611 2.44137 2.50841 -0.4625 -0.0331 -0.2167
O 2.12848 1.23338 0.86755 0.2691 0.1823 -0.2116
H -0.74132 0.90282 1.98213 -0.0203 -0.1955 -0.4355
H -0.22328 -0.52784 2.51544 -0.6614 -1.6942 1.1223
H 1.51236 0.19149 3.51052 0.3487 0.6299 -0.1999
H -0.23764 1.24617 4.61379 -0.1167 -0.1077 0.0369
H -0.44314 2.50047 3.43313 0.5204 0.1338 0.2885
H 0.44311 3.35408 5.55525 -0.2558 0.0456 0.2793
H 1.68704 3.61210 4.37311 -0.2708 -0.5297 0.2083
H 1.71297 1.24590 6.37887 -0.0443 -0.0672 -0.4999
H 2.48916 2.77131 6.59912 0.0298 -0.0351 -0.2074
H 3.43544 2.28464 4.18995 0.0639 0.5589 -0.9429
H 2.86492 -0.27156 6.46892 0.0412 -0.0919 0.1853
H 3.18886 -1.41707 5.26400 0.4685 0.3354 0.2851
H 4.41297 0.87081 3.07982 0.2189 0.2854 -1.0707
H 4.29874 -0.78962 3.39743 0.1513 -0.8225 -0.2333
N 1.69627 0.23512 -2.44171 -0.7698 0.9573 -0.5437
C 2.44838 -0.02282 -3.50297 0.6381 -0.4766 -0.6130
C 3.13464 -1.21499 -3.23483 -0.3706 0.5370 -0.9635
C 2.68460 -1.56817 -1.96784 0.5645 -1.0012 0.3488
N 1.80022 -0.70126 -1.52053 0.2605 0.0545 1.1278
H 1.00730 0.96236 -2.25999 0.1065 0.1265 -0.0206
H 2.45850 0.62829 -4.37663 -0.0575 -0.2695 0.3984
H 3.74250 -1.76018 -3.96244 -0.1197 0.2845 0.7024
H 2.97297 -2.37693 -1.31369 -0.0608 -0.1247 -0.2146
C -3.47750 2.44849 -6.96642 -0.9930 0.5934 0.1089
C -3.33406 1.30183 -6.01367 0.6158 -0.6322 0.5274
C -2.17618 1.10980 -5.23662 0.1786 0.9658 -0.5773
C -2.07206 0.03001 -4.36794 0.8070 0.4150 -0.1449
C -3.13461 -0.84227 -4.20817 -0.0346 -0.3059 0.8209
C -4.31390 -0.62250 -4.89264 0.6264 -0.3502 -0.1031
C -4.36891 0.38381 -5.82492 -0.2348 0.7557 -0.3803
S -3.14132 -2.15846 -2.96321 1.5825 0.7014 -1.1292
O -4.47079 -2.63482 -2.90792 -1.3977 -0.4232 0.1478
O -2.04675 -3.05726 -3.19003 -0.0161 0.0250 -0.0858
N -2.78450 -1.40556 -1.58735 0.7494 -0.0635 0.4764
C -3.52109 -0.21839 -1.12365 0.6353 -0.4003 -0.0567
C -2.50150 0.44414 -0.20293 -0.0015 1.5809 0.2428
C -1.36676 1.22506 -0.99256 -0.6713 -0.3910 -0.4410
O -1.71128 1.99904 -1.88815 0.6705 -0.9489 1.1709
O -0.11389 1.00276 -0.65350 -0.7377 0.0777 -0.1773
H -2.55234 2.90004 -7.29644 0.3339 0.0188 0.2129
H -4.11675 3.22994 -6.51045 0.5088 -0.1568 0.0062
H -4.03718 2.20318 -7.86576 0.0333 -0.4521 -0.1145
H -1.35148 1.87402 -5.31535 -0.8559 -1.0713 0.1349
H -1.11537 -0.06496 -3.85260 -0.4129 -0.2923 0.1694
H -5.11599 -1.30423 -4.71207 -0.5333 -0.1431 -0.0668
H -5.26871 0.50833 -6.40029 -0.3060 0.0298 -0.1838
H -1.76434 -1.43419 -1.37847 -1.0689 0.0447 -0.1946
H -4.44286 -0.52059 -0.61288 0.3075 -0.0017 0.1280
H -3.82535 0.41530 -1.96550 0.3140 0.1021 0.1545
H -2.11758 -0.29868 0.51091 -0.0236 0.3235 -0.3666
H -2.99818 1.24902 0.36589 0.0507 -0.2485 -0.0616
```
Positions in Å, forces in eV/Å.

The value obtained for the HOMO-LUMO gap (alpha / beta) is 9.1 / 9.1 eV. The spin multiplicity is 4. As for the LUMO energy (alpha / beta): -0.01 / -0.01 eV. As for the total charge: 0.

---

no.,total energy (a.u.),maximum force (eV/A)
1,-3483.71627,0.33
2,-4262.05479,5.69
3,-4230.51207,2.67